Record 1
Molecular formula: C10H19NO3S
Method: DFT, ωB97M-V/def2-TZVPD

Atoms and positions in Å:
C  1.221  1.468  -0.610
C  1.924  -0.713  -0.651
C  2.666  1.922  -0.250
C  3.383  -0.283  -0.400
C  -0.188  -0.477  0.155
C  -1.676  -0.122  -1.635
C  -1.224  0.065  0.987
C  -2.395  -1.445  -1.954
C  -0.626  1.035  2.006
C  -2.097  -0.988  1.738
N  0.999  0.163  -0.057
O  -3.678  0.956  -0.181
O  -1.624  2.266  -0.524
O  3.601  1.027  -0.775
S  -2.252  1.010  -0.342
H  0.644  2.321  -0.206
H  1.149  1.434  -1.696
H  1.570  -1.073  -1.600
H  1.888  -1.698  -0.052
H  2.949  2.924  -0.623
H  2.566  1.970  0.847
H  3.524  -0.393  0.757
H  4.259  -0.771  -0.858
H  -0.248  -1.459  -0.127
H  -1.253  0.499  -2.550
H  -2.585  -2.114  -1.107
H  -1.749  -1.871  -2.678
H  -3.345  -1.143  -2.410
H  0.478  0.765  2.263
H  -1.350  1.113  2.812
H  -0.656  1.961  1.501
H  -2.369  -0.640  2.734
H  -1.594  -1.962  1.991
H  -2.972  -1.102  1.070

Kohn-Sham gap (spin up / spin down) = 6.8 / 8.2 eV
2S+1 = 3
LUMO level (spin up / spin down) = 0.027 / -0.049 Ha

---

Record 2
Molecular formula: C4H8NOS
Method: DFT, ωB97M-V/def2-TZVPD

Atoms and positions in Å:
O  2.910  0.160  0.711
C  1.806  0.507  0.193
N  0.564  1.145  0.985
C  -0.707  0.931  0.325
C  -1.235  -0.507  0.643
S  -2.370  -1.070  -0.579
C  1.597  -0.051  -1.321
H  1.443  1.599  0.125
H  -0.734  1.305  -0.677
H  -1.455  1.597  0.774
H  -1.718  -0.322  1.579
H  -0.401  -1.161  0.628
H  2.214  0.647  -1.905
H  2.096  -1.040  -1.373
H  0.483  -0.090  -1.506

Energy relative to the best compared isomer or geometry (same formula, charge and spin) = 480.49 kJ/mol
Kohn-Sham gap = 5.7 eV
LUMO level = 0.108 Ha
Total charge = -1

---

Record 3
Molecular formula: C75H191N11O26
Method: DFT, ωB97M-V/def2-TZVPD

Atoms and positions in Å:
O  1.067  0.519  -5.344
H  1.881  0.386  -4.767
H  0.803  1.461  -5.076
C  0.483  -6.676  -7.862
O  0.503  -5.507  -7.108
C  -0.370  -4.435  -7.434
C  0.092  -3.302  -6.553
N  -0.349  -3.656  -5.169
C  -0.413  -2.609  -4.168
C  0.928  -2.281  -3.395
O  1.367  -3.407  -2.702
C  0.675  -3.653  -1.523
H  -0.610  -6.996  -8.033
H  1.054  -7.495  -7.409
H  0.985  -6.489  -8.851
H  -1.399  -4.713  -7.192
H  -0.312  -4.048  -8.482
H  -0.422  -2.352  -6.778
H  1.215  -3.092  -6.638
H  0.194  -4.372  -4.796
H  -1.242  -2.852  -3.484
H  -0.731  -1.705  -4.711
H  0.850  -1.372  -2.756
H  1.590  -1.984  -4.257
H  -0.408  -3.670  -1.830
H  0.752  -2.787  -0.801
H  0.994  -4.650  -1.168
C  -6.452  6.148  -0.405
O  -6.283  4.865  0.257
C  -7.519  4.232  0.490
C  -7.353  3.139  1.512
N  -6.518  2.055  0.943
C  -5.916  1.192  1.964
C  -4.654  0.438  1.443
O  -3.730  1.342  0.913
C  -2.903  0.731  -0.035
H  -6.812  6.933  0.291
H  -7.143  5.983  -1.205
H  -5.436  6.454  -0.635
H  -7.947  3.811  -0.478
H  -8.335  4.958  0.805
H  -8.350  2.674  1.680
H  -7.065  3.621  2.412
H  -5.714  2.586  0.585
H  -6.680  0.454  2.287
H  -5.561  1.753  2.885
H  -5.042  -0.204  0.593
H  -4.184  -0.196  2.314
H  -2.617  -0.328  0.247
H  -1.997  1.258  -0.057
H  -3.322  0.669  -1.022
C  2.275  4.837  -0.285
O  2.529  4.519  -1.602
C  2.655  5.713  -2.343
C  2.615  5.316  -3.804
N  1.335  4.655  -4.071
C  1.262  4.500  -5.499
C  -0.024  4.006  -6.123
O  -0.485  2.844  -5.536
C  -1.745  2.334  -6.008
H  3.054  5.476  0.103
H  2.149  3.890  0.258
H  1.273  5.207  -0.173
H  3.626  6.260  -2.181
H  1.971  6.468  -2.020
H  3.467  4.697  -3.953
H  2.658  6.190  -4.512
H  1.394  3.793  -3.618
H  2.099  3.907  -5.902
H  1.386  5.492  -5.996
H  0.157  3.956  -7.207
H  -0.787  4.836  -6.031
H  -2.446  3.129  -6.015
H  -2.108  1.609  -5.295
H  -1.739  2.008  -7.033
C  -3.533  4.701  4.794
O  -2.437  5.125  4.078
C  -2.451  4.786  2.682
C  -1.205  5.394  2.056
N  -1.046  5.329  0.625
C  -1.390  4.083  -0.047
C  -1.484  4.376  -1.486
O  -2.603  4.887  -1.957
C  -3.598  3.939  -2.365
H  -4.403  5.273  4.487
H  -3.339  4.911  5.863
H  -3.689  3.627  4.750
H  -3.367  5.115  2.145
H  -2.411  3.707  2.615
H  -0.301  4.955  2.563
H  -1.151  6.427  2.392
H  -1.690  6.058  0.271
H  -2.265  3.633  0.389
H  -0.550  3.390  0.121
H  -1.255  3.399  -1.945
H  -0.703  5.022  -1.845
H  -3.229  3.446  -3.251
H  -4.460  4.521  -2.565
H  -3.786  3.280  -1.523
C  6.097  -0.446  -0.100
O  5.119  -1.397  0.219
C  4.533  -2.009  -0.970
C  4.028  -3.415  -0.558
N  5.138  -4.492  -0.402
C  4.632  -5.700  0.151
C  5.659  -6.818  0.053
O  6.857  -6.406  0.746
C  7.933  -7.153  0.608
H  5.621  0.226  -0.829
H  7.039  -1.001  -0.483
H  6.377  0.084  0.837
H  5.301  -2.037  -1.726
H  3.618  -1.484  -1.356
H  3.537  -3.848  -1.424
H  3.269  -3.330  0.202
H  5.862  -4.024  0.136
H  3.770  -5.990  -0.451
H  4.274  -5.677  1.147
H  5.849  -6.848  -1.044
H  5.243  -7.800  0.270
H  8.050  -7.580  -0.421
H  8.062  -7.996  1.257
H  8.870  -6.618  0.777
C  -7.261  -6.112  -2.196
O  -6.685  -7.206  -2.837
C  -6.106  -7.058  -4.158
C  -4.724  -6.459  -4.133
N  -4.681  -5.082  -3.615
C  -3.434  -4.616  -3.206
C  -3.656  -3.712  -1.956
O  -4.058  -4.325  -0.809
C  -4.041  -3.527  0.330
H  -6.614  -5.796  -1.443
H  -8.260  -6.333  -1.664
H  -7.468  -5.309  -2.896
H  -6.745  -6.322  -4.666
H  -6.183  -8.029  -4.612
H  -4.351  -6.538  -5.185
H  -4.164  -7.104  -3.461
H  -5.148  -4.412  -4.143
H  -2.967  -3.981  -3.978
H  -2.750  -5.455  -2.976
H  -4.377  -2.882  -2.273
H  -2.660  -3.173  -1.774
H  -4.611  -2.564  0.336
H  -3.008  -3.301  0.632
H  -4.402  -4.096  1.234
C  7.542  -4.540  5.230
O  6.290  -3.941  4.870
C  6.321  -3.105  3.705
C  4.921  -2.592  3.545
N  4.658  -1.708  4.720
C  3.336  -1.263  4.902
C  3.211  -0.123  5.895
O  3.642  -0.723  7.134
C  3.548  0.103  8.283
H  7.282  -4.991  6.202
H  8.317  -3.799  5.212
H  7.925  -5.334  4.606
H  6.638  -3.718  2.874
H  7.014  -2.237  3.758
H  4.258  -3.438  3.450
H  4.889  -1.976  2.628
H  5.017  -2.069  5.572
H  2.658  -2.063  5.296
H  2.865  -0.906  3.982
H  2.252  0.250  6.050
H  3.869  0.717  5.597
H  4.147  -0.362  9.123
H  2.495  0.058  8.572
H  3.796  1.070  7.951
C  -0.027  -2.432  7.178
O  -0.794  -1.261  7.503
C  -0.702  -1.043  8.897
C  -1.932  -0.196  9.238
N  -3.059  -1.117  9.082
C  -4.413  -0.452  9.158
C  -4.844  0.615  8.142
O  -4.658  0.048  6.877
C  -5.555  0.681  5.907
H  0.185  -2.423  6.087
H  -0.459  -3.361  7.519
H  0.969  -2.443  7.538
H  0.236  -0.539  9.051
H  -0.870  -2.012  9.349
H  -2.070  0.671  8.610
H  -1.764  0.136  10.244
H  -3.035  -1.488  8.143
H  -4.596  0.011  10.142
H  -5.146  -1.265  9.113
H  -4.322  1.580  8.119
H  -5.936  0.803  8.363
H  -5.198  1.719  5.813
H  -6.576  0.651  6.300
H  -5.486  0.122  4.946
C  5.347  2.016  2.935
O  4.340  2.956  3.313
C  4.773  4.198  3.799
C  3.501  4.927  4.232
N  2.686  4.278  5.209
C  1.297  4.644  5.164
C  0.463  4.203  6.253
O  0.538  2.718  6.270
C  0.123  2.243  7.544
H  6.023  2.486  2.222
H  4.790  1.225  2.497
H  6.073  1.625  3.695
H  5.347  4.678  3.050
H  5.375  4.069  4.647
H  2.898  5.084  3.318
H  3.835  5.898  4.646
H  2.781  3.274  5.260
H  0.822  4.330  4.223
H  1.356  5.706  5.138
H  -0.528  4.562  6.008
H  0.835  4.580  7.254
H  0.537  2.910  8.371
H  0.332  1.132  7.669
H  -0.960  2.254  7.659
C  -1.160  0.372  4.408
O  -0.689  0.548  3.110
C  0.562  1.347  3.197
C  1.494  1.096  2.039
N  0.996  1.585  0.739
C  1.786  1.180  -0.444
C  1.042  1.237  -1.774
O  -0.082  0.404  -1.684
C  -0.979  0.427  -2.813
H  -2.207  0.065  4.227
H  -1.070  1.310  4.913
H  -0.638  -0.460  4.936
H  1.112  0.973  4.069
H  0.269  2.392  3.281
H  1.778  0.098  1.996
H  2.376  1.671  2.383
H  0.128  1.135  0.680
H  2.235  0.142  -0.364
H  2.657  1.838  -0.535
H  1.762  0.925  -2.576
H  0.852  2.259  -2.107
H  -1.715  -0.342  -2.564
H  -0.381  0.271  -3.666
H  -1.475  1.407  -2.882
C  4.322  -3.609  -4.557
O  4.435  -2.209  -4.525
C  4.054  -1.556  -5.763
C  4.390  -0.087  -5.647
N  3.686  0.507  -4.484
C  4.036  1.922  -4.374
C  5.196  2.329  -3.406
O  4.736  2.093  -2.093
C  5.300  2.870  -1.009
H  5.192  -3.936  -5.165
H  3.365  -3.919  -4.981
H  4.470  -4.067  -3.557
H  4.594  -1.988  -6.657
H  2.994  -1.769  -5.907
H  5.472  -0.022  -5.403
H  4.259  0.323  -6.622
H  3.995  -0.054  -3.738
H  4.212  2.276  -5.406
H  3.158  2.524  -4.030
H  6.130  1.773  -3.680
H  5.433  3.381  -3.617
H  4.749  2.604  -0.105
H  5.226  3.939  -1.221
H  6.359  2.485  -0.851
C  0.944  -2.766  2.270
C  -0.508  -3.256  2.262
C  -0.856  -4.184  3.422
O  -1.401  -2.167  2.212
H  1.050  -1.928  2.945
H  1.150  -2.283  1.256
H  1.588  -3.580  2.521
H  -0.623  -3.756  1.308
H  -0.239  -5.057  3.318
H  -1.898  -4.469  3.300
H  -0.702  -3.709  4.383
H  -1.021  -1.329  2.466
C  -8.026  1.004  -3.890
C  -7.950  0.932  -2.393
C  -7.549  -0.548  -2.068
O  -6.937  1.780  -1.968
H  -8.639  0.227  -4.369
H  -7.050  0.792  -4.321
H  -8.390  1.991  -4.220
H  -8.884  1.218  -1.953
H  -6.464  -0.614  -2.167
H  -8.096  -1.267  -2.597
H  -7.746  -0.763  -1.021
H  -6.962  1.815  -0.990
C  1.980  1.789  -8.774
C  0.571  1.240  -8.586
C  -0.319  1.137  -9.871
O  0.645  -0.060  -7.961
H  2.611  1.136  -9.469
H  2.398  1.847  -7.742
H  1.898  2.796  -9.130
H  0.052  1.893  -7.958
H  -1.362  1.192  -9.594
H  -0.147  0.196  -10.439
H  -0.128  2.003  -10.471
H  0.921  0.041  -7.026

Energy relative to the best compared isomer or geometry (same formula, charge and spin) = 54.99 kJ/mol
Kohn-Sham gap = 8.7 eV
LUMO level = 0.023 Ha

---

Record 4
Molecular formula: CH4N2O2
Method: DFT, ωB97M-V/def2-TZVPD

Atoms and positions in Å:
C  -0.376  -0.517  -0.017
H  0.054  1.795  1.330
H  -2.080  0.360  0.592
H  -0.808  -1.512  -0.152
H  0.938  -2.068  -1.072
N  -1.087  0.352  0.829
N  0.789  -0.233  -0.445
O  -0.677  1.697  0.701
O  1.456  -1.236  -1.111

Energy relative to the best compared isomer or geometry (same formula, charge and spin) = 327.69 kJ/mol
Structure (SMILES) = O/N=C/NO
Kohn-Sham gap = 9.9 eV
LUMO level = 0.030 Ha